No. 1
142
Properties=species:S:1:pos:R:3:lowdin_charge:R:1 method="wB97M-V/def2-TZVPD" spin_multiplicity=1 homo_energy_ev=-5.04 e_above_lowest_kcal_mol=14.2 charge=-1 homo_lumo_gap_ha=0.2535
K 0.78 1.24 1.57 0.470
N 3.97 -0.69 -2.32 0.175
C 3.36 -1.93 -2.44 -0.187
C 3.61 -3.03 -3.26 -0.031
C 2.82 -4.14 -3.06 -0.114
C 1.79 -4.15 -2.09 -0.094
C 1.54 -3.04 -1.30 -0.033
C 2.35 -1.92 -1.47 -0.210
N 2.36 -0.72 -0.78 0.199
C 3.34 -0.04 -1.29 -0.276
C 3.84 1.24 -0.77 -0.313
C 5.06 1.78 -1.05 -0.357
S 5.29 3.18 -0.12 1.027
C 3.76 2.94 0.61 -0.452
N 3.12 1.90 0.19 0.025
H 4.69 -0.32 -2.91 0.148
H 4.39 -3.02 -4.01 0.104
H 2.98 -5.03 -3.66 0.098
H 1.19 -5.04 -1.97 0.105
H 0.74 -3.05 -0.57 0.059
H 5.82 1.43 -1.73 0.074
H 3.38 3.61 1.37 0.059
S -1.93 1.11 -0.50 0.607
C -1.78 0.88 -2.20 -0.845
N -2.60 0.23 -2.95 0.026
N -2.31 0.27 -4.33 -0.023
C -1.40 -0.54 -4.99 -0.278
C -0.57 -1.46 -4.34 -0.041
C 0.33 -2.22 -5.07 -0.092
C 0.43 -2.09 -6.45 -0.123
C -0.41 -1.20 -7.10 -0.118
C -1.31 -0.44 -6.39 -0.054
N -0.68 1.66 -2.73 0.050
N 0.35 1.01 -2.91 0.101
C 1.44 1.85 -3.33 -0.243
C 1.70 3.06 -2.70 -0.031
C 2.81 3.81 -3.08 -0.088
C 3.65 3.34 -4.09 -0.103
C 3.38 2.13 -4.71 -0.094
C 2.28 1.37 -4.33 -0.032
H -3.14 0.46 -4.86 0.111
H -0.63 -1.57 -3.26 0.093
H 0.96 -2.92 -4.54 0.077
H 1.15 -2.69 -7.00 0.088
H -0.35 -1.09 -8.18 0.092
H -1.96 0.27 -6.90 0.099
H 1.04 3.39 -1.90 0.093
H 3.02 4.75 -2.59 0.104
H 4.52 3.92 -4.38 0.098
H 4.03 1.76 -5.49 0.098
H 2.05 0.42 -4.79 0.110
Cl 7.52 1.97 5.61 0.598
C 6.07 1.55 4.73 -0.690
C 6.00 0.35 4.03 -0.158
C 4.85 0.02 3.33 -0.576
Cl 4.84 -1.49 2.46 0.667
C 3.69 0.84 3.29 -0.553
O 2.61 0.56 2.68 -0.408
C 3.85 2.05 4.03 -0.570
Cl 2.48 3.14 4.02 0.687
C 4.98 2.41 4.73 -0.156
H 6.85 -0.32 4.02 0.097
H 5.02 3.34 5.27 0.099
C -0.98 6.14 -1.89 -0.076
N -0.57 5.62 -0.59 -0.124
C -0.60 4.36 -0.11 -0.183
N -0.05 4.34 1.10 0.084
C 0.31 5.63 1.30 -0.231
N 0.02 6.45 0.30 0.092
C -1.94 5.22 -2.59 -0.211
C -1.67 4.70 -3.85 -0.036
C -2.55 3.80 -4.44 -0.071
C -3.68 3.37 -3.76 -0.030
C -3.95 3.88 -2.49 -0.134
C -3.10 4.82 -1.93 0.019
C -4.97 3.33 -1.60 -0.317
N -5.63 3.94 -0.68 0.120
N -6.19 2.93 0.13 0.123
C -5.81 1.82 -0.40 -0.318
O -5.09 1.98 -1.53 0.124
C -5.85 0.49 0.22 -0.135
C -6.17 -0.68 -0.47 -0.011
C -6.05 -1.90 0.18 -0.070
C -5.56 -1.97 1.48 -0.035
C -5.23 -0.80 2.16 -0.199
C -4.60 -0.82 3.54 -0.069
N -3.38 -0.02 3.55 -0.126
C -2.42 0.04 2.63 -0.197
N -1.50 0.91 2.98 0.036
C -1.96 1.37 4.17 -0.203
N -3.10 0.84 4.57 0.113
C -5.40 0.42 1.53 0.027
H -0.09 6.30 -2.50 0.119
H -1.44 7.11 -1.70 0.126
H -1.03 3.51 -0.63 0.042
H 0.79 5.98 2.20 0.099
H -0.75 4.97 -4.36 0.113
H -2.33 3.39 -5.42 0.104
H -4.34 2.63 -4.19 0.114
H -3.32 5.19 -0.93 0.132
H -6.49 -0.64 -1.50 0.119
H -6.30 -2.81 -0.34 0.103
H -5.41 -2.93 1.96 0.111
H -4.38 -1.84 3.85 0.120
H -5.26 -0.36 4.28 0.127
H -2.45 -0.53 1.71 0.088
H -1.45 2.11 4.76 0.112
H -5.13 1.34 2.03 0.135
C 2.55 -6.83 3.30 -0.108
C 2.57 -6.33 2.00 -0.096
C 2.25 -5.00 1.76 -0.133
C 1.89 -4.15 2.81 -0.372
C 1.90 -4.65 4.10 -0.119
C 2.23 -5.98 4.35 -0.098
Sb 1.22 -2.16 2.27 1.562
C 0.44 -1.73 4.24 -0.365
C -0.85 -2.09 4.66 -0.136
C -1.29 -1.79 5.94 -0.101
C -0.45 -1.13 6.83 -0.100
C 0.83 -0.78 6.44 -0.083
C 1.27 -1.07 5.15 -0.121
C -0.63 -2.97 1.42 -0.375
C -1.27 -4.14 1.82 -0.127
C -2.39 -4.60 1.13 -0.096
C -2.89 -3.89 0.03 -0.103
C -2.26 -2.72 -0.37 -0.078
C -1.14 -2.27 0.32 -0.212
H 2.79 -7.87 3.49 0.093
H 2.84 -6.98 1.17 0.097
H 2.28 -4.63 0.74 0.076
H 1.64 -4.00 4.94 0.089
H 2.22 -6.36 5.37 0.096
H -1.52 -2.60 3.97 0.078
H -2.29 -2.08 6.25 0.096
H -0.80 -0.89 7.83 0.096
H 1.49 -0.26 7.12 0.101
H 2.27 -0.78 4.86 0.088
H -0.89 -4.72 2.65 0.098
H -2.89 -5.51 1.45 0.094
H -3.75 -4.26 -0.51 0.096
H -2.64 -2.14 -1.21 0.094
H -0.67 -1.35 -0.01 0.048

No. 2
54
Properties=species:S:1:pos:R:3:nbo_charge:R:1 method="wB97M-V/def2-TZVPD" spin_multiplicity=1 homo_energy_ev=-10.15 e_above_lowest_kcal_mol=102.7 charge=0 homo_lumo_gap_ha=0.3624
O -3.79 4.05 1.41 -0.918
H -3.39 4.29 2.29 0.456
H -3.35 4.79 0.96 0.462
O -3.52 0.95 -0.78 -1.032
H -2.94 1.57 -1.24 0.529
H -4.39 1.03 -0.41 0.503
O 5.02 -0.43 3.70 -0.967
H 4.78 -0.94 2.93 0.498
H 5.14 0.48 3.43 0.464
O 1.55 -1.53 0.32 -0.948
H 1.39 -0.75 0.97 0.501
H 1.72 -0.96 -0.44 0.446
O 0.76 0.05 2.23 -0.955
H 1.15 0.14 3.10 0.503
H 0.36 0.91 2.04 0.499
O -0.82 -1.18 -3.08 -0.943
H -0.41 -1.73 -2.41 0.486
H -0.22 -0.50 -3.38 0.458
O -4.68 -2.23 0.55 -0.938
H -5.34 -2.32 -0.14 0.472
H -5.13 -2.47 1.35 0.467
O -1.62 0.94 3.47 -0.996
H -1.89 0.21 2.88 0.504
H -2.13 1.17 4.25 0.493
O -1.73 2.87 -2.77 -0.959
H -1.17 3.61 -2.96 0.476
H -1.17 2.11 -2.99 0.484
O 4.08 -1.55 0.96 -1.001
H 3.17 -1.68 0.59 0.491
H 4.38 -2.46 0.83 0.466
O -1.60 -4.82 -1.54 -0.954
H -1.82 -3.89 -1.43 0.482
H -2.13 -5.05 -2.33 0.470
O 1.63 4.54 2.41 -0.942
H 1.87 4.86 3.31 0.474
H 0.72 4.27 2.47 0.469
O 1.64 -5.01 0.41 -0.963
H 1.07 -5.22 1.15 0.476
H 1.25 -5.21 -0.44 0.487
O 3.76 3.58 -1.41 -0.950
H 3.86 3.69 -0.46 0.473
H 3.76 2.62 -1.44 0.479
O 1.03 2.42 -2.74 -0.980
H 1.61 1.81 -3.20 0.478
H 1.64 3.08 -2.39 0.498
O 2.86 0.46 -1.88 -0.950
H 1.94 0.33 -1.63 0.468
H 3.14 -0.38 -2.30 0.487
O -0.81 -1.98 -0.21 -0.966
H -1.68 -2.30 0.06 0.474
H -0.44 -1.88 0.67 0.496
O -3.04 -1.71 -1.81 -0.985
H -2.25 -1.40 -1.35 0.492
H -3.84 -1.25 -1.58 0.485

No. 3
28
Properties=species:S:1:pos:R:3:nbo_charge:R:1 method="wB97M-V/def2-TZVPD" spin_multiplicity=1 homo_energy_ev=-9.42 e_above_lowest_kcal_mol=32.9 charge=0 homo_lumo_gap_ha=0.3619 smiles="C=CCCNC(C)=O.O.O.O"
O -2.11 -0.40 1.34 -0.649
C -1.19 -1.07 0.85 0.673
N 0.04 -0.59 1.32 -0.614
C 1.34 -1.10 0.87 -0.227
C 2.15 0.12 0.43 -0.480
C 1.85 0.76 -0.89 -0.175
C 0.80 0.48 -1.65 -0.408
C -1.16 -2.34 0.13 -0.745
H 0.02 0.36 1.65 0.397
H 1.30 -1.88 0.15 0.207
H 1.85 -1.52 1.78 0.194
H 3.23 -0.04 0.57 0.221
H 2.00 0.93 1.16 0.250
H 2.58 1.44 -1.28 0.204
H 0.66 0.83 -2.68 0.221
H -0.02 -0.16 -1.34 0.159
H -0.77 -2.28 -0.91 0.253
H -0.41 -3.03 0.51 0.244
H -2.12 -2.86 0.26 0.254
H -1.83 1.26 -3.43 0.478
H -1.67 0.20 -2.36 0.468
O -1.67 0.32 -3.31 -0.944
H 1.23 1.77 3.60 0.474
H 0.90 2.60 2.42 0.470
O 1.66 2.16 2.83 -0.929
H -3.16 0.69 -1.03 0.474
H -2.73 1.75 -0.03 0.485
O -2.79 1.58 -0.98 -0.955

No. 4
58
Properties=species:S:1:pos:R:3:nbo_charge:R:1 method="wB97M-V/def2-TZVPD" spin_multiplicity=1 homo_energy_ev=-5.27 e_above_lowest_kcal_mol=5.6 charge=-1 homo_lumo_gap_ha=0.2749
Cu -1.10 -0.74 -1.64 0.909
F -1.08 -3.90 0.36 -0.308
C -1.42 -4.71 -0.65 0.726
F -2.72 -5.02 -0.53 -0.315
F -0.71 -5.83 -0.56 -0.315
S -1.14 -3.88 -2.29 2.249
O -1.89 -2.64 -2.22 -0.985
O -1.57 -4.84 -3.26 -0.915
N 0.43 -3.72 -2.18 -1.212
S 1.19 -2.60 -2.97 2.257
O 2.60 -2.72 -2.77 -0.927
O 0.62 -1.28 -2.85 -0.992
C 0.93 -3.01 -4.77 0.718
F -0.33 -2.78 -5.13 -0.308
F 1.73 -2.26 -5.54 -0.314
F 1.22 -4.29 -5.00 -0.312
O -1.94 0.91 -2.27 -0.639
N -1.10 1.75 -2.72 0.053
C -1.57 2.63 -3.57 -0.222
C -0.70 3.64 -4.05 0.296
N -0.03 4.49 -4.45 -0.374
C -2.93 2.70 -4.02 0.282
N -4.02 2.75 -4.38 -0.353
O -0.52 -0.96 0.45 -1.138
P 0.03 0.20 1.23 1.941
C 1.82 0.41 1.06 -0.450
C 2.41 -0.17 -0.05 -0.100
C 3.78 -0.04 -0.26 -0.220
C 4.55 0.67 0.65 -0.194
C 3.95 1.25 1.77 -0.225
C 2.59 1.12 1.98 -0.187
C -0.24 -0.09 3.00 -0.330
C -0.50 0.92 3.92 -0.226
C -0.65 0.62 5.26 -0.208
C -0.54 -0.69 5.69 -0.204
C -0.28 -1.71 4.78 -0.215
C -0.13 -1.41 3.44 -0.188
C -0.75 1.79 0.90 -0.458
C -2.15 1.83 0.93 -0.158
C -2.81 3.02 0.68 -0.208
C -2.08 4.17 0.39 -0.190
C -0.70 4.13 0.35 -0.218
C -0.03 2.94 0.59 -0.124
H 1.80 -0.72 -0.74 0.235
H 4.21 -0.51 -1.13 0.232
H 5.61 0.77 0.49 0.211
H 4.56 1.81 2.47 0.210
H 2.13 1.57 2.85 0.217
H -0.60 1.95 3.58 0.226
H -0.87 1.41 5.97 0.210
H -0.66 -0.93 6.75 0.210
H -0.19 -2.73 5.13 0.215
H 0.06 -2.19 2.71 0.240
H -2.69 0.91 1.13 0.229
H -3.89 3.04 0.68 0.218
H -2.60 5.09 0.18 0.215
H -0.14 5.02 0.09 0.216
H 1.05 2.90 0.53 0.218

No. 5
13
Properties=species:S:1:pos:R:3:nbo_charge:R:1 method="wB97M-V/def2-TZVPD" spin_multiplicity=1 homo_energy_ev=-8.67 e_above_lowest_kcal_mol=7.8 charge=0 homo_lumo_gap_ha=0.3371 smiles=CSS.CS
C 3.14 -0.37 -1.17 -0.720
S 2.10 0.67 -0.09 -0.059
H 4.00 0.20 -1.50 0.218
H 2.61 -0.69 -2.06 0.226
H 3.43 -1.22 -0.57 0.220
H 0.99 0.61 -0.84 0.115
C -1.92 0.90 0.65 -0.764
S -1.83 -0.80 0.07 0.103
S -3.46 -1.67 0.99 -0.142
H -2.95 1.25 0.74 0.232
H -1.44 1.04 1.62 0.221
H -1.47 1.51 -0.12 0.228
H -3.21 -1.43 2.29 0.121

No. 6
17
Properties=species:S:1:pos:R:3:nbo_charge:R:1 method="wB97M-V/def2-TZVPD" spin_multiplicity=1 homo_energy_ev=-7.97 e_above_lowest_kcal_mol=97.2 charge=0 homo_lumo_gap_ha=0.2739
C 1.58 -0.53 0.83 0.594
C 0.31 -1.03 1.29 -0.631
C 2.42 -0.44 -1.59 -0.425
C -2.78 1.69 0.31 -0.245
N 1.46 -0.52 -0.53 -0.560
O 2.56 -0.01 1.43 -0.630
O -2.70 0.32 0.44 -0.823
P -2.24 -0.80 -0.68 0.582
S -0.28 -1.49 -0.40 0.398
H 0.45 -1.91 1.96 0.266
H -0.15 -0.06 1.83 0.279
H 3.43 -0.73 -1.18 0.223
H 2.11 -1.11 -2.41 0.209
H 2.43 0.56 -1.94 0.205
H -3.77 1.87 -0.26 0.172
H -1.91 2.09 -0.36 0.188
H -2.94 2.10 1.26 0.198

No. 7
10
Properties=species:S:1:pos:R:3:nbo_charge:R:1 method="wB97M-V/def2-TZVPD" spin_multiplicity=1 homo_energy_ev=-2.32 e_above_lowest_kcal_mol=15.0 charge=-1 homo_lumo_gap_ha=0.2243
S 3.38 0.91 -2.01 -1.076
H 4.41 1.75 -2.00 0.077
C -1.07 -0.72 -0.08 -0.607
C -0.90 0.23 1.09 -0.621
H -0.31 -0.86 -0.85 0.231
H -1.99 -0.59 -0.62 0.188
H -1.10 -1.80 0.31 0.182
H 0.15 0.30 1.11 0.232
H -1.38 1.19 1.04 0.206
H -1.19 -0.41 2.00 0.188

No. 8
30
Properties=species:S:1:pos:R:3:nbo_charge:R:1 method="wB97M-V/def2-TZVPD" spin_multiplicity=1 homo_energy_ev="-9.93 / -9.75" charge=+1 homo_lumo_gap_ha="0.2124 / 0.2035"
C -2.12 2.04 -1.98 -0.855
Sn 0.65 -0.74 -3.76 0.784
N 2.19 -2.35 -4.05 -1.088
H 0.72 0.49 -5.04 -0.264
H 3.12 -1.93 -4.09 0.418
H -2.88 1.60 -2.61 0.224
H -2.01 3.10 -2.15 0.236
H -1.15 1.44 -2.06 0.194
H -2.49 2.10 -0.96 0.202
H 2.23 -3.11 -3.35 0.432
H 1.98 -2.76 -4.98 0.424
C 1.81 -1.38 0.70 -0.426
N 0.51 -0.78 0.82 -0.361
C -0.55 -0.93 -0.02 0.299
Se -0.32 -1.97 -1.62 -0.216
N -1.50 -0.11 0.50 -0.515
C -1.07 0.51 1.69 0.102
C -1.77 1.22 2.67 -0.216
C -1.07 1.53 3.85 -0.188
C 0.26 1.13 4.05 -0.194
C 0.91 0.37 3.06 -0.225
C 0.21 0.07 1.89 0.158
H 2.58 -0.61 0.61 0.220
H 1.80 -2.00 -0.18 0.238
H 2.02 -2.00 1.57 0.225
H -2.42 -0.02 0.13 0.441
H -2.82 1.49 2.54 0.239
H -1.52 2.13 4.65 0.237
H 0.76 1.45 4.98 0.242
H 1.95 0.03 3.13 0.231